(1)
Computed, not measured: a structure of composition C3H4P2, with ωB97M-V/def2-TZVPD.

For the LUMO energy, the calculation gives -1.16 eV. The relative energy (zero: lowest compared OMol25 entry of this formula, charge and spin) comes out at 42.5 kcal/mol. The HOMO energy comes out at -8.03 eV. The value obtained for the orbital gap is 6.868 eV. The calculation puts the energy at -799.2750 a.u.

```
! RIJCOSX wB97M-V def2-TZVPD def2/J DEFGRID3
* xyz 0 1
C -1.235 0.187 -0.046
C 1.183 -0.792 0.439
C -0.379 -0.607 0.580
P -0.151 -1.948 1.935
P 1.933 -2.202 1.853
H -0.943 0.956 -0.880
H -2.219 0.460 0.292
H 1.601 -1.037 -0.548
H 1.557 0.242 0.665
*
```

(2)
Computed, not measured: the molecule C3H4P2, with ωB97M-V/def2-TZVPD.

For the LUMO energy (alpha / beta), the calculation gives -0.73 / -1.02 eV. The relative energy (zero: lowest compared OMol25 entry of this formula, charge and spin) comes out at 84.6 kcal/mol. The HOMO energy (alpha / beta) comes out at -8.22 / -8.40 eV. The value obtained for the orbital gap (alpha / beta) is 7.488 / 7.383 eV. The calculation puts the energy at -799.2079 a.u.

```
! RIJCOSX wB97M-V def2-TZVPD def2/J DEFGRID3
* xyz 0 1
C -0.834 -0.431 -1.669
C -1.291 0.192 -0.660
C 1.310 -0.076 0.783
P 2.204 -0.705 -0.431
P -0.148 0.970 0.735
H 0.204 -0.806 -1.816
H -2.317 0.403 -0.321
H 1.870 0.192 1.754
H -0.998 0.262 1.625
*
```

(3)
Computed, not measured: the molecule C3H4P2, with ωB97M-V/def2-TZVPD.

The SMILES is C=C1[C@H]2[PH]#P12. For the LUMO energy, the calculation gives 0.53 eV. The relative energy (zero: lowest compared OMol25 entry of this formula, charge and spin) comes out at 39.1 kcal/mol. The HOMO energy comes out at -8.35 eV. The value obtained for the orbital gap is 8.882 eV. The calculation puts the energy at -799.2805 a.u.

```
! RIJCOSX wB97M-V def2-TZVPD def2/J DEFGRID3
* xyz 0 1
C -0.291 -1.719 -0.236
C -0.313 -0.413 0.007
C 0.810 0.487 0.319
P -0.043 1.938 -0.750
P -0.984 0.960 0.900
H -1.329 -2.257 -0.274
H 0.492 -2.350 -0.487
H 1.707 0.068 0.625
H -0.050 3.286 -0.104
*
```

(4)
Computed, not measured: a structure of composition C3H4P2, with ωB97M-V/def2-TZVPD.

For the LUMO energy, the calculation gives 0.37 eV. The relative energy (zero: lowest compared OMol25 entry of this formula, charge and spin) comes out at 99.8 kcal/mol. The HOMO energy comes out at -8.69 eV. The value obtained for the orbital gap is 9.063 eV. The calculation puts the energy at -799.1838 a.u.

```
! RIJCOSX wB97M-V def2-TZVPD def2/J DEFGRID3
* xyz 0 1
C -0.275 1.013 0.139
C -0.539 -0.395 0.570
C 0.192 -0.126 -0.701
P 1.467 0.742 0.352
P -1.232 -1.257 -0.771
H -0.939 1.795 0.059
H 0.132 -0.797 1.830
H 1.971 1.599 -0.767
H -0.777 -2.573 -0.712
*
```